# 1
59
Properties=species:S:1:pos:R:3 method="wB97M-V/def2-TZVPD" fmax_ev_per_a=5.50 e_lumo_ev=-4.386 spin_multiplicity=1 total_charge=+1
O -0.28 -0.01 -0.53
V -1.79 -0.62 -0.32
O -1.41 -1.69 0.84
O 0.47 1.91 0.59
V 1.09 1.15 -0.70
O 2.57 0.82 -0.08
C -2.97 -3.60 -2.04
C -1.58 -2.98 -2.14
O -1.62 -1.52 -2.08
H -3.53 -3.36 -1.12
H -2.76 -4.66 -1.97
H -3.67 -3.56 -2.90
H -1.17 -3.35 -3.11
H -0.89 -3.22 -1.36
O 1.31 -0.13 2.21
H 0.44 0.13 2.57
H 1.80 0.16 2.92
O -0.23 2.25 -1.93
H -0.87 2.80 -1.50
H 0.03 2.54 -2.82
O 1.52 -1.93 -0.21
H 2.37 -1.70 0.10
H 1.54 -2.85 -0.24
O -2.17 0.91 1.06
H -2.06 1.84 0.88
H -1.94 0.72 1.96
O 4.39 -1.76 0.78
H 4.40 -1.34 1.66
H 4.66 -0.99 0.24
O 0.13 -3.90 1.37
H -0.31 -3.07 1.20
H 0.88 -3.68 1.89
O -2.16 -2.42 3.02
H -1.83 -2.00 2.17
H -2.50 -1.67 3.45
O -2.86 0.97 -1.58
H -2.75 1.42 -2.42
H -3.71 1.34 -1.26
O 1.34 -0.12 -2.64
H 0.73 -0.18 -3.35
H 1.80 -0.97 -2.62
O 3.34 2.24 2.33
H 3.13 1.43 1.87
H 2.57 2.82 2.26
O 4.86 1.20 -0.29
H 3.97 1.03 -0.02
H 5.03 2.17 -0.42
O -3.77 -1.39 0.18
H -4.41 -1.60 -0.43
H -3.87 -2.21 0.69
O 2.39 3.08 -1.18
H 2.85 3.45 -1.94
H 2.35 3.91 -0.64
O 0.70 3.58 2.20
H -0.10 3.51 2.79
H 0.58 3.01 1.43
O -1.90 3.66 0.50
H -1.49 4.22 -0.07
H -2.67 4.18 0.72

# 2
12
Properties=species:S:1:pos:R:3 method="wB97M-V/def2-TZVPD" fmax_ev_per_a=4.12 e_lumo_ev=-0.264 spin_multiplicity=1 total_charge=0 relative_energy_ev=1.031
C -0.98 0.42 1.30
C -0.79 -0.20 0.15
C 0.43 -0.14 -0.68
N -2.11 0.21 2.05
O -4.02 0.67 0.05
P -3.55 0.39 1.39
Cl -5.03 -0.07 2.54
H -0.29 1.09 1.68
H -1.50 -0.97 -0.08
H 0.83 0.84 -0.58
H -0.05 -0.32 -1.58
H 1.22 -0.89 -0.56

# 3
52
Properties=species:S:1:pos:R:3 method="wB97M-V/def2-TZVPD" fmax_ev_per_a=0.21 smiles="CCCCn1cc([C@]2(C)COCCN2C(=O)[C@@H]2ON=C(C)[C@H]2C)nn1" e_lumo_ev=0.694 spin_multiplicity=1 total_charge=0 relative_energy_ev=3.409
C -4.50 -1.79 3.85
C -4.03 -2.35 2.51
C -2.95 -1.49 1.87
C -2.50 -2.06 0.53
N -1.48 -1.23 -0.09
C -0.15 -1.23 0.11
C 0.31 -0.20 -0.66
C 1.71 0.34 -0.84
C 1.83 1.73 -0.20
C 2.01 0.57 -2.33
O 2.16 -0.60 -3.09
C 3.22 -1.37 -2.58
C 2.91 -1.81 -1.16
N 2.67 -0.65 -0.29
C 2.82 -0.76 1.06
O 2.34 0.00 1.87
C 3.64 -1.96 1.56
O 2.83 -3.14 1.34
N 2.95 -3.99 2.46
C 3.55 -3.36 3.39
C 3.79 -4.01 4.71
C 3.90 -1.94 3.06
C 5.30 -1.50 3.44
N -0.75 0.38 -1.27
N -1.83 -0.25 -0.93
H -5.27 -2.42 4.30
H -3.67 -1.73 4.55
H -4.91 -0.79 3.73
H -3.65 -3.37 2.65
H -4.88 -2.44 1.83
H -3.33 -0.48 1.71
H -2.09 -1.41 2.54
H -2.08 -3.06 0.66
H -3.33 -2.12 -0.17
H 0.34 -1.94 0.75
H 1.32 2.44 -0.85
H 1.37 1.77 0.78
H 2.88 2.02 -0.11
H 1.18 1.13 -2.75
H 2.93 1.17 -2.39
H 3.33 -2.24 -3.22
H 4.15 -0.79 -2.60
H 2.03 -2.45 -1.18
H 3.74 -2.39 -0.79
H 4.58 -2.07 1.02
H 3.31 -3.44 5.50
H 3.40 -5.02 4.71
H 4.86 -4.04 4.93
H 3.17 -1.28 3.54
H 5.45 -1.54 4.52
H 6.06 -2.14 2.97
H 5.48 -0.47 3.13

# 4
36
Properties=species:S:1:pos:R:3 method="wB97M-V/def2-TZVPD" fmax_ev_per_a=10.85 smiles="CCN(C)C(C)=O.O.O.O.O.O.O" e_lumo_ev=-0.012 spin_multiplicity=1 total_charge=0 relative_energy_ev=4.278
C -1.21 -2.45 -1.01
C -0.47 -2.18 0.33
N -0.19 -0.84 0.59
C 0.33 -0.01 -0.58
C -0.17 1.44 -0.35
C 0.26 -0.61 1.98
O -0.04 -3.06 1.00
H -2.15 -1.82 -1.14
H -0.53 -2.34 -1.85
H -1.34 -3.56 -1.22
H 1.47 0.03 -0.52
H -0.09 -0.33 -1.53
H 0.22 2.16 -1.01
H -1.26 1.55 -0.64
H -0.33 1.87 0.81
H 1.12 0.04 2.10
H 0.36 -1.47 2.68
H -0.46 0.02 2.50
H 0.70 -1.11 -3.14
H 1.69 -0.01 -3.20
O 1.04 -0.35 -3.71
H 3.05 1.47 0.86
H 3.29 0.05 0.69
O 3.38 0.92 0.18
H -2.31 -0.62 2.14
H -2.89 -0.98 3.50
O -2.69 -0.19 2.94
H -4.67 0.02 -0.60
H -3.51 1.03 -0.35
O -4.21 0.85 -0.79
H 0.75 2.64 3.00
H 1.25 3.54 1.91
O 0.78 2.82 2.06
H 2.46 2.41 -1.87
H 3.72 1.65 -2.35
O 2.79 1.83 -2.59

# 5
98
Properties=species:S:1:pos:R:3 method="wB97M-V/def2-TZVPD" fmax_ev_per_a=1.33 e_lumo_ev=-2.799 spin_multiplicity=1 total_charge=+1 relative_energy_ev=0.000
Hf 0.36 0.88 -0.32
C 0.08 -0.33 4.00
C 0.15 0.61 2.83
O -0.09 0.15 1.70
C 0.52 2.00 3.03
C 0.82 2.47 4.33
C 1.19 3.77 4.56
C 1.26 4.66 3.48
C 0.96 4.24 2.20
C 0.59 2.92 1.95
O 0.32 2.57 0.70
H -0.26 -1.30 3.64
H -0.59 0.03 4.77
H 1.07 -0.44 4.44
H 0.78 1.78 5.16
H 1.42 4.11 5.56
H 1.55 5.69 3.65
H 1.00 4.92 1.36
C 2.39 1.65 -4.79
N 1.05 1.80 -4.24
C -0.02 2.13 -5.04
C -1.27 2.23 -4.55
C -1.51 2.00 -3.13
O -2.62 2.06 -2.61
N -0.40 1.68 -2.38
C 0.82 1.57 -2.93
O 1.73 1.21 -2.13
H 2.57 2.43 -5.52
H 2.50 0.67 -5.26
H 3.11 1.74 -3.98
H 0.22 2.30 -6.08
H -2.10 2.49 -5.18
C 6.75 -0.87 1.21
C 5.55 -0.02 0.91
C 5.64 1.36 0.89
C 4.53 2.14 0.59
C 4.62 3.64 0.59
C 3.33 1.51 0.32
C 3.19 0.11 0.32
C 4.33 -0.64 0.64
N 1.93 -0.41 0.03
C 1.70 -1.81 -0.38
C 0.23 -1.85 -0.86
C 2.58 -2.21 -1.57
C 1.82 -2.81 0.78
H 7.51 -0.30 1.74
H 7.20 -1.24 0.28
H 6.48 -1.74 1.81
H 6.59 1.84 1.11
H 5.52 3.97 0.09
H 4.65 4.02 1.61
H 3.76 4.09 0.09
H 2.50 2.16 0.04
H 4.28 -1.71 0.68
H 0.04 -1.12 -1.67
H -0.47 -1.68 -0.04
H -0.01 -2.81 -1.30
H 2.45 -1.50 -2.38
H 2.31 -3.21 -1.92
H 3.64 -2.22 -1.30
H 1.28 -2.43 1.65
H 2.85 -2.99 1.07
H 1.38 -3.77 0.49
O -1.75 0.46 -0.25
P -3.17 0.93 0.04
C -4.31 0.24 -1.16
C -3.84 -0.66 -2.11
C -4.72 -1.27 -2.98
C -6.08 -0.99 -2.91
C -6.55 -0.09 -1.96
C -5.67 0.51 -1.08
C -3.35 2.70 0.19
C -4.02 3.48 -0.75
C -4.14 4.84 -0.56
C -3.57 5.44 0.56
C -2.89 4.67 1.50
C -2.79 3.31 1.32
C -3.67 0.24 1.64
C -3.13 -0.98 2.04
C -3.55 -1.57 3.22
C -4.51 -0.95 4.00
C -5.06 0.26 3.60
C -4.64 0.85 2.42
H -2.78 -0.87 -2.17
H -4.36 -1.97 -3.72
H -6.77 -1.46 -3.59
H -7.61 0.13 -1.90
H -6.05 1.20 -0.33
H -4.43 3.02 -1.64
H -4.66 5.45 -1.28
H -3.66 6.51 0.70
H -2.44 5.14 2.37
H -2.28 2.70 2.06
H -2.38 -1.46 1.43
H -3.12 -2.52 3.53
H -4.84 -1.42 4.92
H -5.82 0.74 4.21
H -5.07 1.80 2.12

# 6
65
Properties=species:S:1:pos:R:3 method="wB97M-V/def2-TZVPD" fmax_ev_per_a=18.85 e_lumo_ev=0.587 spin_multiplicity=1 total_charge=0 relative_energy_ev=21.686
C 3.36 -1.78 -6.10
C 2.28 -1.11 -5.08
C 2.52 -1.66 -3.60
C 1.53 -1.00 -2.75
C 1.56 0.54 -2.65
C 0.78 1.10 -1.61
C 1.09 2.66 -1.31
H 1.90 2.54 -0.89
H 0.83 3.00 -2.21
C -0.08 3.04 -0.17
C -1.29 3.00 -0.71
C -2.43 2.19 -0.72
C -2.67 1.14 -0.01
H -1.53 0.82 0.71
H -2.72 0.19 -0.70
C -3.58 1.07 1.01
C -3.63 2.12 2.21
C -2.34 1.76 3.13
C -2.45 0.17 3.84
C -1.19 0.05 4.82
H -1.41 -1.06 5.04
H -1.30 0.65 5.65
C 0.20 0.27 4.36
C 0.56 -0.29 2.99
O 0.37 -0.01 1.92
O 0.41 -1.66 3.17
C 0.57 -2.32 1.86
C -0.50 -2.50 1.02
O -0.39 -3.35 -0.04
H 0.35 -3.29 -0.45
H -1.47 -2.55 1.51
H -0.57 -1.45 0.34
C 2.01 -2.19 1.31
O 2.24 -3.04 0.18
H 2.43 -3.94 0.61
H 2.87 -2.27 2.17
H 1.82 -1.30 0.72
H 0.87 -3.37 2.42
H 0.29 1.38 4.17
H 1.01 -0.11 5.01
H -3.31 0.22 4.25
H -1.95 -0.41 2.91
H -2.39 2.42 3.90
H -1.48 1.98 2.52
H -3.49 2.85 1.77
H -4.63 1.96 2.91
H -4.66 1.37 0.52
H -3.92 0.14 1.46
H -3.43 2.49 -1.10
H -1.40 4.00 -1.43
H 0.27 3.92 0.21
H -0.07 2.25 0.68
H 0.68 0.40 -0.45
H -0.25 1.01 -1.88
H 1.64 1.15 -3.39
H 2.95 0.71 -2.04
H 0.51 -1.22 -3.19
H 1.80 -1.54 -1.86
H 3.64 -1.40 -3.38
H 2.67 -2.50 -3.53
H 2.37 -0.05 -5.28
H 1.38 -1.31 -5.43
H 4.28 -1.65 -5.88
H 3.33 -2.87 -6.25
H 3.13 -1.38 -7.21

# 7
20
Properties=species:S:1:pos:R:3 method="wB97M-V/def2-TZVPD" fmax_ev_per_a=4.00 smiles="C#C[C@@]1(C(F)(F)F)C[C@]1(C)P=C" e_lumo_ev=0.539 spin_multiplicity=1 total_charge=0 relative_energy_ev=0.016
C 3.08 -0.06 -0.79
C 1.89 0.20 -0.82
C -0.24 -0.41 0.34
C -0.14 -1.24 -0.86
C -2.48 0.36 1.86
C 0.50 0.16 -0.84
C 0.44 -0.58 1.65
C -0.07 1.16 -1.80
F 0.45 1.28 -3.03
F -1.39 0.89 -2.20
F -0.09 2.42 -1.24
P -1.97 0.14 0.35
H 4.07 -0.14 -1.03
H 0.54 -2.12 -0.81
H -1.03 -1.43 -1.48
H -3.43 0.90 1.87
H -2.04 0.39 2.86
H -0.05 -0.12 2.59
H 1.49 -0.17 1.67
H 0.47 -1.64 1.71

# 8
109
Properties=species:S:1:pos:R:3 method="wB97M-V/def2-TZVPD" fmax_ev_per_a=3.48 e_lumo_ev=-2.085 spin_multiplicity=1 total_charge=0
C -3.68 4.95 0.35
O -2.25 5.03 0.51
C -1.50 3.89 0.53
C -1.96 2.63 0.07
C -1.06 1.59 -0.11
C 0.30 1.72 0.25
C 1.24 0.65 0.05
N 2.62 0.90 -0.06
C 3.30 2.09 -0.48
C 4.51 2.45 0.15
C 5.29 1.52 1.08
C 5.11 1.88 2.55
C 6.77 1.43 0.71
C 4.99 3.74 -0.05
C 4.35 4.61 -0.94
C 3.26 4.17 -1.69
C 2.78 2.87 -1.54
C 1.81 2.32 -2.59
C 2.53 1.98 -3.89
C 0.62 3.23 -2.83
N 3.30 -0.26 -0.11
N 2.37 -1.24 -0.14
C 2.87 -2.59 -0.27
C 3.70 -3.11 0.76
C 3.94 -2.31 2.04
C 5.29 -2.57 2.70
C 2.81 -2.45 3.04
C 4.28 -4.36 0.59
C 4.09 -5.08 -0.60
C 3.34 -4.53 -1.63
C 2.78 -3.26 -1.51
C 2.22 -2.61 -2.78
C 0.98 -3.32 -3.30
C 3.30 -2.55 -3.86
C 1.05 -0.72 -0.05
C -0.08 -1.52 -0.06
C 0.71 2.95 0.84
C -0.15 4.02 0.95
H -4.00 5.99 0.29
H -3.96 4.42 -0.57
H -4.13 4.45 1.22
H -3.01 2.48 -0.17
H -1.38 0.65 -0.57
H 4.87 0.52 0.92
H 4.05 1.88 2.82
H 5.63 1.17 3.20
H 5.51 2.89 2.75
H 6.88 1.12 -0.33
H 7.28 2.39 0.85
H 7.27 0.68 1.34
H 5.88 4.06 0.49
H 4.73 5.62 -1.07
H 2.80 4.83 -2.44
H 1.42 1.38 -2.19
H 3.34 1.27 -3.72
H 1.83 1.53 -4.61
H 2.95 2.88 -4.35
H 0.20 3.60 -1.89
H 0.90 4.09 -3.45
H -0.17 2.68 -3.35
H 3.97 -1.26 1.71
H 6.11 -2.50 1.97
H 5.48 -1.82 3.47
H 5.33 -3.56 3.17
H 1.84 -2.22 2.56
H 2.76 -3.48 3.42
H 2.95 -1.77 3.88
H 4.91 -4.78 1.38
H 4.57 -6.05 -0.72
H 3.23 -5.06 -2.57
H 1.94 -1.59 -2.52
H 0.17 -3.27 -2.56
H 0.64 -2.85 -4.23
H 1.19 -4.38 -3.51
H 4.20 -2.06 -3.47
H 3.58 -3.56 -4.18
H 2.96 -1.99 -4.73
H 0.03 -2.55 -0.35
H -1.00 -1.09 0.32
H 1.73 3.07 1.21
H 0.17 4.99 1.33
C -9.50 -4.13 3.81
O -8.59 -3.17 4.39
C -7.85 -2.37 3.59
C -8.17 -2.08 2.24
C -7.23 -1.48 1.43
C -5.92 -1.11 1.89
C -4.94 -0.49 1.06
C -5.29 0.03 -0.23
C -5.26 1.44 -0.53
C -5.80 1.93 -1.69
Br -5.84 3.78 -2.13
C -6.43 1.06 -2.70
O -6.90 1.48 -3.76
C -6.46 -0.38 -2.34
Br -7.37 -1.54 -3.52
C -5.85 -0.85 -1.21
C -5.69 -1.30 3.29
C -6.62 -1.88 4.11
H -9.68 -4.85 4.61
H -10.45 -3.65 3.53
H -9.08 -4.64 2.93
H -9.14 -2.38 1.84
H -7.52 -1.30 0.39
H -3.97 -0.27 1.48
H -4.87 2.13 0.22
H -5.90 -1.91 -0.99
H -4.73 -0.96 3.70
H -6.44 -2.03 5.17